Record 1
ORCA calculation (the ωB97M-V functional and the def2-TZVPD basis) on 3 unconnected molecules or ions with the total composition C28H57ClN6O5P at a distorted geometry.

Structure (XYZ):
```
98
C28H57ClN6O5P, DFT the ωB97M-V functional and the def2-TZVPD basis
C 0.892 0.786 -2.918
C 0.758 0.277 -4.416
C 1.558 -1.037 -4.801
C 3.021 -1.140 -4.131
N 0.828 -2.336 -4.633
C -0.257 -2.505 -5.567
N -0.084 -3.243 -6.682
N -1.579 -1.964 -5.366
C -2.048 -2.120 -3.954
C -3.580 -2.572 -3.987
C -4.579 -1.397 -4.395
O -4.391 -0.593 -5.313
O -5.776 -1.321 -3.661
C -1.111 -3.008 -3.036
N -1.241 -4.480 -3.231
C 0.465 -2.667 -3.219
P 1.407 -4.306 -2.795
O 2.933 -3.772 -2.189
Cl 1.862 -5.344 -4.587
H 1.746 0.359 -2.312
H -0.065 0.530 -2.334
H 0.978 1.926 -2.832
H -0.360 0.218 -4.656
H 1.152 1.115 -5.093
H 1.779 -0.956 -5.927
H 2.954 -1.218 -3.006
H 3.667 -1.937 -4.613
H 3.523 -0.137 -4.373
H 0.511 -4.082 -6.703
H -0.612 -3.024 -7.534
H -2.200 -2.415 -6.047
H -2.038 -1.065 -3.499
H -3.953 -3.075 -3.045
H -3.687 -3.354 -4.823
H -6.392 -0.727 -4.148
H -1.370 -2.783 -1.948
H -1.379 -4.927 -2.315
H -1.977 -4.739 -3.893
H 0.815 -1.926 -2.437
H 2.713 -3.125 -1.479
C -4.370 3.630 -0.025
C -3.804 2.242 0.363
C -4.346 1.824 1.746
C -3.683 2.549 2.912
C -2.163 2.444 2.821
C -1.609 2.912 1.461
N -2.316 2.279 0.309
O -1.883 1.006 0.209
C -1.709 4.453 1.365
C -0.085 2.646 1.433
C -4.402 1.284 -0.694
H -3.742 4.120 -0.774
H -5.368 3.548 -0.464
H -4.483 4.301 0.827
H -4.202 0.746 1.889
H -5.427 1.993 1.789
H -3.993 3.598 2.941
H -4.019 2.108 3.855
H -1.713 3.028 3.630
H -1.876 1.402 3.003
H -1.418 4.805 0.372
H -1.039 4.928 2.086
H -2.698 4.845 1.590
H 0.164 1.598 1.610
H 0.424 3.217 2.213
H 0.349 2.944 0.473
H -4.037 1.530 -1.696
H -5.493 1.353 -0.712
H -4.169 0.236 -0.490
C 2.104 -1.530 5.163
C 2.586 -0.862 3.851
C 3.983 -1.398 3.472
C 5.114 -0.823 4.316
C 5.056 0.702 4.333
C 3.682 1.245 4.768
N 2.555 0.623 4.010
O 2.542 1.167 2.776
C 3.492 1.019 6.285
C 3.698 2.787 4.631
C 1.581 -1.365 2.785
H 1.336 -0.928 5.656
H 1.655 -2.509 4.974
H 2.910 -1.714 5.873
H 4.192 -1.170 2.420
H 3.998 -2.490 3.554
H 5.075 -1.218 5.335
H 6.076 -1.143 3.904
H 5.837 1.082 5.000
H 5.306 1.071 3.332
H 2.485 1.303 6.603
H 4.196 1.630 6.858
H 3.675 -0.004 6.604
H 3.942 3.118 3.619
H 4.453 3.226 5.288
H 2.731 3.217 4.908
H 0.569 -1.006 2.995
H 1.549 -2.458 2.771
H 1.853 -1.056 1.773
```

Calculated values
Electronic energy, eV: -70939.29524
Net charge: +1
2S+1: 3
Frontier orbital gap (spin up / spin down), eV: 6.6 / 7.3

Löwdin atomic charge list, values in e, 5 entries: -0.111, -0.188, -0.311, -0.046, -0.082

Record 2
ORCA calculation (the ωB97M-V functional and the def2-TZVPD basis) on a molecular structure, C4H3OYb at a distorted geometry.

Structure (XYZ):
```
9
C4H3OYb, DFT the ωB97M-V functional and the def2-TZVPD basis
C -1.186 1.451 -0.112
C -0.650 0.579 -0.904
H -1.463 1.153 0.913
H -0.203 0.646 -1.901
C -0.226 -1.351 -0.399
C 0.590 -1.272 0.573
O 1.367 -0.613 1.266
Yb 2.180 1.555 1.677
H -0.409 -2.148 -1.113
```

Calculated values
Electronic energy, eV: -37759.60128
Net charge: +1
Relative energy (zero: lowest compared OMol25 entry of this formula, charge and spin), kJ/mol: 0.0
Frontier orbital gap (spin up / spin down), eV: 4.0 / 4.0

Löwdin atomic charge list, values in e, 5 entries: -0.092, -0.158, 0.002, 0.055, 0.006

Record 3
ORCA calculation (the ωB97M-V functional and the def2-TZVPD basis) on 2 unconnected molecules or ions with the total composition C8H13ClN5 at a distorted geometry.

Structure (XYZ):
```
27
C8H13ClN5, DFT the ωB97M-V functional and the def2-TZVPD basis
C 3.641 1.813 -0.618
C 2.370 2.216 -0.338
C 3.936 0.441 -0.606
C 1.352 1.379 -0.144
C 2.937 -0.440 -0.441
C 1.542 0.003 -0.316
C -2.694 0.475 -0.450
C 0.552 -1.015 -0.175
N -3.140 1.734 -0.720
N -3.503 -0.561 -0.075
N -1.533 -2.449 1.609
N -0.759 -0.810 -0.263
N -1.334 0.400 -0.500
Cl 1.102 -2.533 0.354
H 4.447 2.537 -0.588
H 2.325 3.296 -0.135
H 4.932 0.177 -0.608
H 0.414 1.777 0.412
H 3.387 -1.493 -0.317
H -4.146 2.053 -0.823
H -2.427 2.418 -1.130
H -4.536 -0.514 -0.097
H -2.974 -1.448 0.125
H -0.672 -3.065 1.837
H -1.569 -1.676 2.231
H -1.283 -1.714 -0.037
H -2.367 -3.003 1.810
```

Calculated values
Electronic energy, eV: -28471.96316
Net charge: +1
Relative energy (zero: lowest compared OMol25 entry of this formula, charge and spin), kJ/mol: 107.0
Frontier orbital gap (spin up / spin down), eV: 7.7 / 7.7

Löwdin atomic charge list, values in e, 5 entries: -0.031, -0.105, -0.074, -0.048, -0.054

Record 4
ORCA calculation (the ωB97M-V functional and the def2-TZVPD basis) on 2 unconnected molecules or ions with the total composition C5H3Cl2F4NOS at a distorted geometry.

Structure (XYZ):
```
17
C5H3Cl2F4NOS, DFT the ωB97M-V functional and the def2-TZVPD basis
C -0.686 -0.437 0.797
C -1.034 -0.565 -0.632
C 1.483 -0.485 -0.103
C 2.765 2.130 0.446
C 2.801 -1.144 -0.087
N 0.716 -0.490 1.052
O -1.384 -0.268 1.789
F 4.054 2.043 0.663
F 2.207 2.874 1.452
F 3.678 -0.823 0.886
F 3.441 -0.837 -1.240
S 0.560 -0.353 -1.527
Cl 2.449 2.768 -1.177
Cl 2.654 -2.957 0.105
H -1.538 -1.578 -0.807
H -1.740 0.164 -0.954
H 1.048 -0.193 2.021
```

Calculated values
Electronic energy, eV: -55518.49422
Relative energy (zero: lowest compared OMol25 entry of this formula, charge and spin), kJ/mol: 177.0
Frontier orbital gap (spin up / spin down), eV: 8.8 / 6.7

Löwdin atomic charge list, values in e, 5 entries: -0.488, -0.300, -0.625, -0.723, -0.913

Record 5
ORCA calculation (the ωB97M-V functional and the def2-TZVPD basis) on a molecular structure, C13H24AsN2O3S5Si2Tl.

Structure (XYZ):
```
51
C13H24AsN2O3S5Si2Tl, DFT the ωB97M-V functional and the def2-TZVPD basis
Tl -0.916 -0.431 -1.208
N -0.583 -0.782 -3.765
C -0.474 0.572 -4.296
C -1.636 1.401 -3.764
O -2.249 2.144 -4.551
N -1.892 1.214 -2.474
C -3.147 1.730 -1.965
C -3.817 0.793 -0.950
O -4.751 1.265 -0.285
O -3.358 -0.394 -0.883
H 0.245 -1.347 -3.907
H -1.386 -1.275 -4.137
H -0.493 0.633 -5.385
H 0.466 0.991 -3.934
H -3.852 1.840 -2.794
H -3.052 2.715 -1.504
S 5.208 -4.864 -1.971
C 3.858 -3.890 -1.880
S 3.907 -2.180 -1.821
C 2.186 -1.842 -1.724
C 1.391 -2.938 -1.698
S -0.343 -3.079 -1.588
S 2.252 -4.470 -1.768
S 1.774 -0.146 -1.668
C 2.445 -0.493 2.025
Si 0.764 -1.284 2.284
C 0.897 -3.060 1.714
C 0.501 -1.368 4.156
As -1.207 -0.314 1.459
Si -0.554 1.929 1.720
C 0.927 2.497 0.727
C -0.162 2.250 3.541
C -1.989 3.041 1.255
H 3.214 -1.151 2.446
H 2.514 0.479 2.524
H 2.659 -0.345 0.961
H 1.612 -3.608 2.338
H 1.219 -3.124 0.673
H -0.077 -3.553 1.777
H 1.348 -1.859 4.650
H -0.407 -1.939 4.375
H 0.377 -0.373 4.591
H 1.841 1.974 1.012
H 1.084 3.575 0.851
H 0.768 2.298 -0.337
H 0.764 1.755 3.847
H -0.973 1.873 4.173
H -0.054 3.325 3.722
H -1.916 3.317 0.199
H -1.984 3.960 1.850
H -2.952 2.538 1.386
```

Calculated values
Electronic energy, eV: -158462.79550
Net charge: -2
Frontier orbital gap, eV: 6.1

Löwdin atomic charge list, values in e, 5 entries: 0.441, -0.072, -0.211, -0.576, -0.038

Record 6
ORCA calculation (the ωB97M-V functional and the def2-TZVPD basis) on a molecular structure, C43H36IrN7O4Sb.

Structure (XYZ):
```
92
C43H36IrN7O4Sb, DFT the ωB97M-V functional and the def2-TZVPD basis
Ir 0.931 -0.723 0.109
C -5.608 -0.996 -1.501
C -4.175 -1.422 -1.369
C -3.428 -1.765 -2.496
C -2.099 -2.112 -2.385
C -1.429 -2.135 -1.142
N -0.059 -2.343 -1.083
C 0.517 -3.236 -1.934
C -0.229 -4.346 -2.407
C 0.275 -5.230 -3.324
C 1.569 -5.071 -3.831
C 2.133 -6.038 -4.824
C 2.345 -4.037 -3.319
C 1.865 -3.140 -2.376
N 2.767 -2.173 -1.887
C 3.895 -1.739 -2.506
C 4.678 -1.122 -1.568
C 3.948 -1.218 -0.375
N 2.798 -1.852 -0.565
C -2.209 -1.836 -0.001
C -3.542 -1.469 -0.136
N -1.705 -1.993 1.309
C -2.412 -2.380 2.401
C -1.531 -2.483 3.445
C -0.286 -2.148 2.900
N -0.401 -1.859 1.613
H -6.056 -1.446 -2.386
H -5.675 0.088 -1.613
H -6.191 -1.278 -0.626
H -3.897 -1.746 -3.473
H -1.526 -2.337 -3.275
H -1.221 -4.502 -2.005
H -0.327 -6.069 -3.650
H 1.346 -6.482 -5.432
H 2.642 -6.850 -4.298
H 2.862 -5.559 -5.476
H 3.374 -3.954 -3.642
H 4.056 -1.869 -3.563
H 5.626 -0.637 -1.716
H 4.206 -0.842 0.600
H -4.092 -1.197 0.756
H -3.469 -2.574 2.357
H -1.749 -2.772 4.458
H 0.684 -2.126 3.371
O 3.183 3.203 -3.961
C 1.952 2.915 -4.314
O 1.422 3.361 -5.301
C 1.196 1.959 -3.445
C -0.068 1.509 -3.754
N -0.444 0.679 -2.770
N 0.499 0.557 -1.830
C 1.504 1.334 -2.215
C 2.685 1.491 -1.286
O 3.695 2.064 -1.700
O 2.508 1.033 -0.113
H 3.455 2.768 -3.104
H -0.696 1.748 -4.596
H -1.303 0.162 -2.680
C 3.277 2.241 5.537
C 3.123 3.228 4.575
C 2.266 3.030 3.500
C 1.558 1.840 3.392
C 1.720 0.846 4.353
C 2.574 1.049 5.427
Sb 0.269 1.494 1.725
C -0.039 3.513 1.079
C 0.411 4.017 -0.133
C 0.189 5.348 -0.460
C -0.480 6.180 0.425
C -0.930 5.679 1.639
C -0.713 4.350 1.966
C -1.618 1.289 2.746
C -1.759 1.238 4.128
C -3.018 1.077 4.695
C -4.140 0.973 3.886
C -4.007 1.031 2.505
C -2.749 1.181 1.940
H 3.946 2.399 6.372
H 3.672 4.157 4.657
H 2.151 3.805 2.751
H 1.170 -0.086 4.271
H 2.692 0.277 6.177
H 0.938 3.388 -0.831
H 0.544 5.737 -1.406
H -0.648 7.218 0.172
H -1.452 6.327 2.333
H -1.072 3.963 2.913
H -0.891 1.338 4.768
H -3.120 1.043 5.772
H -5.120 0.861 4.332
H -4.884 0.973 1.870
H -2.645 1.234 0.858
```

Calculated values
Electronic energy, eV: -73164.47013
Net charge: +1
2S+1: 5
Frontier orbital gap (spin up / spin down), eV: 7.3 / 5.9

Löwdin atomic charge list, values in e, 5 entries: 1.108, -0.029, -0.244, -0.023, -0.043

Record 7
ORCA calculation (the ωB97M-V functional and the def2-TZVPD basis) on C4H5N3O in the gas phase at a distorted geometry.

Structure (XYZ):
```
13
C4H5N3O, DFT the ωB97M-V functional and the def2-TZVPD basis
H -2.413 -1.565 0.128
N -2.508 -0.527 0.023
C -1.186 -0.252 -0.079
N -0.143 -1.386 -0.170
C 1.226 -0.637 -0.130
O 2.299 -1.034 0.102
C 0.857 0.742 -0.566
C 0.417 1.615 0.559
N -0.514 0.855 -0.571
H -0.018 -2.378 0.367
H 1.554 1.020 -1.398
H 0.188 2.558 0.300
H 0.241 0.989 1.435
```

Calculated values
Electronic energy, eV: -10743.36783
Relative energy (zero: lowest compared OMol25 entry of this formula, charge and spin), kJ/mol: 409.8
Frontier orbital gap, eV: 10.3
SMILES: [H]/N=C1\NC(=O)[C@@H]2CN12

Löwdin atomic charge list, values in e, 5 entries: 0.041, 0.104, -0.396, 0.109, -0.417

Record 8
ORCA calculation (the ωB97M-V functional and the def2-TZVPD basis) on 9 unconnected molecules or ions with the total composition C32H42BF8O27 at a distorted geometry.

Structure (XYZ):
```
110
C32H42BF8O27, DFT the ωB97M-V functional and the def2-TZVPD basis
C 6.432 -0.368 6.350
C 5.780 -1.624 6.973
C 5.945 -2.848 6.058
C 4.320 -1.441 7.392
C 4.108 -0.171 8.253
C 3.343 -1.525 6.187
O 3.932 -1.269 4.925
C 3.389 -0.220 4.122
C 4.608 0.533 3.483
O 4.457 0.564 2.100
B 3.519 -0.572 1.780
O 2.740 -0.755 3.033
H 7.054 -0.643 5.501
H 5.708 0.392 6.070
H 7.093 0.099 7.089
H 6.351 -1.822 7.889
H 6.928 -3.310 6.096
H 5.141 -3.564 6.229
H 5.805 -2.468 5.045
H 4.062 -2.289 8.034
H 4.063 -0.453 9.309
H 3.177 0.346 8.020
H 4.918 0.552 8.159
H 2.456 -0.906 6.346
H 2.970 -2.558 6.153
H 2.704 0.433 4.673
H 5.455 -0.149 3.693
H 4.918 1.468 3.968
H 2.830 -0.153 0.853
H 4.112 -1.593 1.392
C -0.525 0.254 -1.847
C -0.659 -1.209 -1.501
O 0.621 -1.717 -1.809
C 1.514 -0.692 -1.655
O 2.685 -0.827 -1.587
O 0.861 0.493 -1.580
F -1.585 -1.839 -2.283
H -0.723 0.439 -2.902
H -1.154 0.892 -1.253
H -0.887 -1.410 -0.453
C 1.500 1.740 -7.032
C 1.427 0.387 -6.360
O 0.913 0.714 -5.083
C 0.169 1.846 -5.215
O -0.590 2.249 -4.400
O 0.420 2.443 -6.408
F 2.646 -0.180 -6.224
H 2.442 2.244 -6.806
H 1.361 1.696 -8.108
H 0.756 -0.325 -6.845
C 5.346 -3.336 0.992
C 4.167 -3.487 1.924
O 4.650 -4.448 2.858
C 6.001 -4.321 2.912
O 6.680 -4.752 3.786
O 6.454 -3.593 1.864
F 3.082 -4.000 1.285
H 5.328 -4.089 0.202
H 5.417 -2.345 0.553
H 3.882 -2.572 2.450
C -4.165 3.217 -1.650
C -4.343 1.848 -1.046
O -4.908 2.142 0.221
C -5.602 3.305 0.086
O -6.405 3.706 0.863
O -5.258 3.937 -1.061
F -3.142 1.227 -0.881
H -3.224 3.673 -1.355
H -4.240 3.213 -2.731
H -5.009 1.189 -1.596
C -2.813 5.558 -6.501
C -4.246 5.399 -6.050
O -4.096 4.846 -4.757
C -2.892 5.269 -4.267
O -2.561 5.194 -3.135
O -2.135 5.787 -5.265
F -4.937 4.533 -6.831
H -2.436 4.642 -6.960
H -2.665 6.393 -7.182
H -4.806 6.334 -5.978
C 5.328 1.523 -1.498
C 5.165 2.198 -2.835
O 6.485 2.188 -3.355
C 7.123 1.112 -2.802
O 8.147 0.667 -3.208
O 6.423 0.629 -1.760
F 4.746 3.487 -2.727
H 5.612 2.227 -0.715
H 4.436 0.982 -1.186
H 4.505 1.672 -3.527
C -6.398 -2.997 -0.730
C -6.618 -1.807 0.167
O -6.133 -0.731 -0.626
C -6.292 -1.095 -1.928
O -6.227 -0.339 -2.844
O -6.545 -2.413 -2.033
F -5.896 -1.882 1.308
H -5.390 -3.403 -0.626
H -7.124 -3.782 -0.575
H -7.663 -1.619 0.418
C -11.520 -1.380 -1.303
C -12.279 -2.223 -0.304
O -11.521 -3.421 -0.279
C -10.241 -3.098 -0.599
O -9.298 -3.797 -0.431
O -10.181 -1.853 -1.127
F -13.537 -2.499 -0.719
H -11.846 -1.581 -2.324
H -11.582 -0.313 -1.106
H -12.321 -1.805 0.703
```

Calculated values
Electronic energy, eV: -111566.23894
Net charge: -1
Frontier orbital gap, eV: 5.5

Löwdin atomic charge list, values in e, 5 entries: -0.069, -0.377, -0.070, -0.312, -0.061